[1]
A molecular structure, C13H42B2N2O4Ti, computed with ωB97M-V/def2-TZVPD.

Cartesian coordinates (Å):
Ti  0.712  -0.932  -0.594
B  2.856  0.265  -1.422
H  3.099  0.366  -2.553
H  3.588  0.899  -0.793
H  1.789  0.591  -1.239
H  2.933  -0.805  -1.064
B  1.538  -3.120  0.559
H  0.926  -2.342  1.118
H  0.854  -3.918  0.078
H  2.125  -2.659  -0.289
H  2.265  -3.636  1.288
C  -2.814  4.321  0.981
O  -1.765  3.418  0.837
C  -1.282  3.254  -0.477
C  -0.325  2.060  -0.528
N  -0.938  0.815  -0.027
C  -2.075  0.420  -0.867
C  -2.582  -0.940  -0.399
O  -1.590  -1.871  -0.754
C  -1.767  -3.125  -0.121
H  -2.636  5.316  0.555
H  -2.898  4.536  2.050
H  -3.795  3.944  0.675
H  -0.686  4.137  -0.744
H  -2.077  3.153  -1.223
H  0.596  2.254  0.021
H  -0.026  1.854  -1.557
H  -1.412  1.073  0.839
H  -1.638  0.362  -1.868
H  -2.929  1.110  -0.906
H  -3.573  -1.127  -0.825
H  -2.692  -0.918  0.693
H  -2.769  -3.568  -0.113
H  -1.466  -3.060  0.930
H  -1.060  -3.796  -0.601
C  2.396  0.487  2.078
C  2.418  -0.303  3.431
C  1.044  -0.535  4.048
O  0.465  0.749  4.229
C  -0.771  0.774  4.934
N  3.153  -1.546  3.126
H  3.389  0.665  1.681
H  1.933  1.456  2.317
H  1.689  -0.029  1.377
H  3.082  0.196  4.146
H  1.322  -0.951  5.021
H  0.457  -1.147  3.359
H  -0.878  -0.057  5.635
H  -1.587  0.777  4.209
H  -0.743  1.704  5.501
H  2.593  -2.190  2.590
H  4.000  -1.280  2.655
C  -0.957  -1.780  -4.545
C  0.177  -0.797  -4.385
C  -0.215  0.683  -4.510
O  0.720  -0.983  -3.055
H  -1.877  -1.423  -4.079
H  -0.722  -2.755  -4.125
H  -1.125  -1.829  -5.625
H  1.014  -1.017  -5.053
H  0.683  1.279  -4.674
H  -0.676  1.058  -3.596
H  -0.975  0.865  -5.275
H  1.505  -0.398  -3.075

Charge ... -1
E_tot ... -1829.929105 a.u.
Energy relative to the best compared isomer or geometry (same formula, charge and spin) ... 109.0 kJ/mol
Multiplicity ... 4

***

[2]
A single C4H8O2 molecule, computed with ωB97M-V/def2-TZVPD.

Cartesian coordinates (Å):
C  1.925  0.084  -0.474
O  0.828  -0.679  -0.024
C  -0.406  -0.019  -0.196
C  -1.514  -1.030  0.095
C  -0.519  1.146  0.776
O  -0.988  2.221  0.493
H  2.827  -0.496  -0.268
H  1.858  0.279  -1.555
H  1.999  1.051  0.047
H  -0.500  0.391  -1.214
H  -1.733  -1.635  -0.788
H  -1.186  -1.698  0.897
H  -2.436  -0.533  0.409
H  -0.153  0.917  1.802

E_tot ... -307.654804 a.u.
Energy relative to the best compared isomer or geometry (same formula, charge and spin) ... 151.3 kJ/mol
Multiplicity ... 1

***

[3]
A molecular structure, C61H45N11O3RuS2, computed with ωB97M-V/def2-TZVPD.

Cartesian coordinates (Å):
Ru  -0.842  -0.618  -0.314
O  0.856  -2.624  -0.514
C  1.875  -3.401  -1.134
C  3.061  -2.383  -1.266
C  2.610  -1.260  -2.137
C  2.488  -1.362  -3.478
C  1.672  -0.451  -4.198
C  0.814  0.344  -3.498
C  0.816  0.473  -2.067
C  0.553  1.919  -1.627
C  -0.954  2.184  -1.323
O  -1.286  1.487  -0.201
C  -1.736  1.790  -2.580
C  -1.783  2.642  -3.679
C  -2.355  2.220  -4.865
C  -2.896  0.948  -4.965
C  -2.878  0.103  -3.870
C  -2.294  0.525  -2.689
C  -1.216  3.652  -0.984
C  -0.220  4.553  -0.638
C  -0.539  5.843  -0.249
C  -1.859  6.250  -0.197
C  -2.861  5.357  -0.540
C  -2.543  4.065  -0.915
N  2.205  0.058  -1.579
C  2.104  -4.596  -0.175
C  3.500  -4.872  0.238
C  3.870  -5.696  1.228
C  3.023  -6.483  2.095
C  1.691  -6.591  2.033
C  0.826  -5.887  1.053
C  1.531  -3.870  -2.533
C  0.482  -3.313  -3.252
C  0.272  -3.670  -4.573
C  1.123  -4.567  -5.196
C  2.167  -5.134  -4.483
C  2.370  -4.787  -3.159
H  3.909  -2.872  -1.749
H  3.342  -2.039  -0.269
H  2.919  -2.208  -3.990
H  1.612  -0.530  -5.271
H  0.071  0.910  -4.036
H  0.927  2.630  -2.375
H  1.053  2.122  -0.678
H  -1.356  3.633  -3.606
H  -2.359  2.877  -5.724
H  -3.326  0.617  -5.898
H  -3.292  -0.893  -3.937
H  -2.263  -0.156  -1.822
H  0.819  4.260  -0.656
H  0.252  6.527  0.023
H  -2.100  7.254  0.120
H  -3.896  5.668  -0.506
H  -3.324  3.356  -1.152
H  4.282  -4.393  -0.331
H  4.931  -5.799  1.419
H  3.550  -7.060  2.846
H  1.184  -7.222  2.753
H  -0.224  -6.153  1.181
H  -0.170  -2.593  -2.775
H  -0.545  -3.222  -5.122
H  0.976  -4.825  -6.236
H  2.833  -5.841  -4.959
H  3.185  -5.243  -2.614
C  3.493  1.998  2.550
N  2.848  1.081  1.649
C  1.729  0.360  1.830
N  1.363  -0.186  0.690
C  2.292  0.240  -0.178
N  3.216  1.008  0.365
C  3.012  3.411  2.309
C  3.873  4.396  1.831
C  3.417  5.701  1.682
C  2.131  6.045  2.036
C  1.250  5.056  2.496
C  1.701  3.733  2.597
C  -0.068  5.357  2.970
N  -0.570  6.509  3.348
N  -1.742  6.264  3.940
C  -1.943  4.973  3.896
O  -0.917  4.334  3.272
C  -2.970  4.176  4.512
C  -3.599  4.597  5.686
C  -4.438  3.731  6.357
C  -4.700  2.468  5.848
C  -4.135  2.065  4.638
C  -4.524  0.709  4.084
N  -3.998  0.400  2.784
C  -2.790  -0.064  2.421
N  -2.766  -0.258  1.123
C  -3.994  0.116  0.713
N  -4.766  0.515  1.693
C  -3.255  2.908  3.990
H  4.572  1.932  2.393
H  3.251  1.679  3.568
H  1.217  0.239  2.760
H  2.881  0.737  -1.974
H  4.896  4.145  1.598
H  4.089  6.456  1.301
H  1.785  7.066  1.984
H  1.010  2.977  2.941
H  -3.387  5.581  6.073
H  -4.888  4.032  7.294
H  -5.350  1.793  6.386
H  -5.613  0.675  3.983
H  -4.216  -0.078  4.782
H  -1.992  -0.272  3.105
H  -4.316  0.078  -0.310
H  -2.785  2.613  3.064
S  -0.506  -2.364  1.730
C  0.084  -3.438  0.403
C  1.127  -4.389  0.993
C  1.331  -5.965  -0.426
C  2.206  -7.061  -0.735
N  2.906  -7.931  -0.988
C  0.155  -5.974  -1.350
C  -0.932  -5.115  -1.227
C  -1.034  -3.978  -0.452
S  -2.268  -2.853  -0.859
C  0.119  -6.932  -2.353
N  0.071  -7.713  -3.203
H  1.539  -3.960  1.909
H  -1.742  -5.276  -1.929

Charge ... -1
E_tot ... -4070.609978 a.u.
Energy relative to the best compared isomer or geometry (same formula, charge and spin) ... 731.3 kJ/mol
Multiplicity ... 6

***

[4]
2 unconnected molecules or ions with the total composition C3H8N2S, computed with ωB97M-V/def2-TZVPD.

Cartesian coordinates (Å):
C  -1.313  1.082  0.645
C  -1.152  -1.299  -0.346
C  2.649  0.557  -0.451
N  -0.606  -0.096  0.231
N  -0.726  1.042  -0.524
S  2.362  -0.996  -0.254
H  -2.378  0.841  0.894
H  -1.006  1.648  1.589
H  -1.370  -0.990  -1.345
H  -0.375  -2.003  -0.355
H  -1.890  -1.744  0.245
H  2.737  0.972  -1.357
H  2.767  1.156  0.357
H  0.302  -0.172  0.672

E_tot ... -626.600440 a.u.
Energy relative to the best compared isomer or geometry (same formula, charge and spin) ... 585.1 kJ/mol
Multiplicity ... 1

***

[5]
A molecular structure, C50H55FKN5O3, computed with ωB97M-V/def2-TZVPD.

Cartesian coordinates (Å):
K  0.248  -1.881  -0.829
C  -5.778  -0.262  -2.652
C  -4.950  1.022  -2.546
C  -3.706  0.834  -1.735
C  -3.490  1.190  -0.440
C  -4.400  1.954  0.471
C  -4.112  3.458  0.458
C  -2.123  0.772  -0.131
C  -1.474  1.032  1.084
C  -0.127  0.827  1.393
C  0.480  1.083  2.703
C  -0.225  1.686  3.875
C  -0.355  3.208  3.770
C  1.782  0.706  2.596
C  1.957  0.261  1.209
C  3.170  -0.163  0.651
C  3.414  -0.536  -0.674
N  2.479  -0.639  -1.636
C  3.111  -0.988  -2.773
C  2.480  -1.170  -4.007
C  1.115  -1.022  -4.303
N  0.139  -0.821  -3.398
C  -0.999  -0.585  -4.083
C  -2.213  -0.178  -3.519
C  -2.464  0.209  -2.195
N  -1.561  0.165  -1.195
C  -0.758  -0.698  -5.524
C  0.569  -0.969  -5.662
C  1.361  -1.092  -6.927
C  2.089  0.202  -7.304
C  -1.770  -0.453  -6.600
C  -1.977  1.036  -6.896
C  4.554  -1.118  -2.534
C  4.742  -0.847  -1.217
C  6.027  -0.802  -0.452
C  6.567  0.622  -0.286
C  5.584  -1.436  -3.573
C  5.969  -0.216  -4.416
N  0.796  0.348  0.536
C  2.848  0.717  3.646
C  3.805  1.906  3.520
H  -6.675  -0.118  -3.263
H  -6.085  -0.595  -1.659
H  -5.181  -1.061  -3.095
H  -5.564  1.813  -2.104
H  -4.689  1.366  -3.553
H  -4.299  1.580  1.495
H  -5.443  1.778  0.191
H  -3.075  3.647  0.744
H  -4.767  4.002  1.146
H  -4.251  3.865  -0.546
H  -2.089  1.460  1.872
H  0.307  1.433  4.799
H  -1.226  1.249  3.962
H  0.632  3.674  3.728
H  -0.899  3.626  4.624
H  -0.885  3.480  2.856
H  4.019  -0.206  1.327
H  3.128  -1.402  -4.849
H  -3.039  -0.051  -4.214
H  0.701  -1.386  -7.749
H  2.097  -1.896  -6.825
H  1.373  1.010  -7.466
H  2.684  0.080  -8.214
H  2.752  0.514  -6.495
H  -2.729  -0.896  -6.314
H  -1.461  -0.962  -7.519
H  -2.280  1.564  -5.991
H  -2.741  1.192  -7.663
H  -1.046  1.490  -7.241
H  6.779  -1.417  -0.956
H  5.879  -1.248  0.535
H  6.763  1.075  -1.260
H  7.495  0.635  0.294
H  5.834  1.249  0.224
H  5.208  -2.222  -4.235
H  6.481  -1.840  -3.094
H  5.089  0.203  -4.907
H  6.704  -0.474  -5.185
H  6.393  0.567  -3.784
H  3.407  -0.222  3.590
H  2.385  0.733  4.639
H  4.280  1.912  2.538
H  4.589  1.872  4.282
H  3.262  2.848  3.625
C  0.316  -1.159  6.701
C  -1.113  -1.328  6.207
C  -1.952  -0.112  6.585
C  -3.398  -0.306  6.160
C  -3.484  -0.720  4.715
C  -4.638  -0.506  3.989
C  -4.715  -0.918  2.667
F  -5.877  -0.686  1.999
C  -3.673  -1.536  2.039
C  -2.496  -1.766  2.756
C  -1.388  -2.480  2.050
O  -1.603  -2.927  0.929
C  -0.158  -2.579  2.809
C  -0.154  -2.128  4.084
N  -1.187  -1.542  4.757
C  -2.389  -1.345  4.086
C  1.182  -3.182  2.315
O  2.075  -3.251  3.191
O  1.229  -3.519  1.119
H  0.286  -0.859  7.750
H  0.832  -0.385  6.131
H  0.899  -2.075  6.631
H  -1.551  -2.207  6.702
H  -1.527  0.770  6.101
H  -1.886  0.036  7.665
H  -3.976  0.608  6.317
H  -3.855  -1.079  6.789
H  -5.488  -0.011  4.445
H  -3.713  -1.841  1.001
H  0.780  -2.255  4.612

Charge ... -2
E_tot ... -3137.773858 a.u.
Multiplicity ... 1

***

[6]
A molecular structure, C45H27N10O4Ti, computed with ωB97M-V/def2-TZVPD.

Cartesian coordinates (Å):
Ti  -0.177  -0.636  0.444
C  3.297  -1.375  -5.297
C  2.935  -2.356  -4.400
C  2.425  -2.036  -3.120
C  2.714  -0.742  -2.701
C  2.346  0.062  -1.522
N  1.459  0.316  -0.612
C  2.145  1.675  -0.410
C  1.634  3.090  -0.361
C  1.662  4.137  -1.265
C  1.213  5.381  -0.831
C  0.768  5.576  0.472
C  0.819  4.540  1.398
C  1.301  3.325  0.953
C  1.692  2.084  1.672
N  0.958  1.795  2.834
C  -0.270  1.649  2.404
N  -0.559  1.433  1.076
C  -1.787  2.040  0.807
N  -2.253  2.460  -0.314
C  -1.552  2.457  -1.511
N  -0.310  1.978  -1.705
C  0.115  2.359  -2.933
N  1.320  1.979  -3.497
C  2.400  1.523  -3.005
N  2.955  1.348  -1.606
C  2.951  0.279  -3.659
C  3.232  -0.015  -4.968
C  -0.910  3.072  -3.608
C  -1.030  3.659  -4.880
C  -2.198  4.305  -5.207
C  -3.267  4.393  -4.279
C  -3.169  3.824  -3.031
C  -1.992  3.146  -2.679
C  -2.445  2.298  2.111
C  -3.699  2.790  2.424
C  -4.012  2.965  3.766
C  -3.082  2.684  4.767
C  -1.810  2.222  4.448
C  -1.518  2.017  3.112
N  2.554  1.378  1.011
H  3.632  -1.667  -6.288
H  2.967  -3.398  -4.697
H  2.463  -2.818  -2.378
H  1.983  4.003  -2.288
H  1.191  6.206  -1.533
H  0.399  6.551  0.770
H  0.515  4.675  2.429
H  3.336  0.760  -5.715
H  -0.211  3.592  -5.587
H  -2.309  4.758  -6.186
H  -4.172  4.919  -4.563
H  -3.984  3.893  -2.319
H  -4.409  3.010  1.637
H  -4.997  3.321  4.044
H  -3.358  2.826  5.805
H  -1.072  2.016  5.212
O  -4.218  -0.574  1.577
C  -3.113  -0.636  1.055
O  -1.975  -0.844  1.600
C  -2.998  -0.551  -0.471
C  -4.040  -0.461  -1.388
C  -3.755  -0.592  -2.735
C  -2.467  -0.954  -3.141
C  -1.506  -1.072  -2.165
N  -1.767  -0.759  -0.897
C  -0.142  -1.730  -2.278
O  0.346  -2.068  -3.360
O  0.410  -1.924  -1.146
H  -5.041  -0.294  -1.014
H  -4.540  -0.476  -3.472
H  -2.214  -1.164  -4.170
C  -1.457  -3.759  0.790
C  -0.223  -3.488  1.593
C  0.405  -4.383  2.427
C  1.500  -3.694  3.016
C  1.482  -2.417  2.503
C  2.452  -1.322  2.803
N  0.432  -2.274  1.623
H  -1.670  -4.830  0.838
H  -1.340  -3.496  -0.264
H  -2.325  -3.227  1.179
H  0.098  -5.407  2.588
H  2.226  -4.071  3.722
H  3.230  -1.717  3.461
H  1.985  -0.471  3.306
H  2.928  -0.921  1.908

Charge ... -2
E_tot ... -3429.118367 a.u.
Energy relative to the best compared isomer or geometry (same formula, charge and spin) ... 679.5 kJ/mol
Multiplicity ... 2

***

[7]
A single C21H21N2O4PS molecule, computed with ωB97M-V/def2-TZVPD.

Cartesian coordinates (Å):
C  -3.946  0.773  2.042
C  -2.862  1.764  1.744
C  -1.700  1.401  0.910
C  -0.758  2.312  0.535
O  0.292  2.048  -0.362
C  1.454  1.299  0.176
P  1.336  -0.501  0.130
O  0.830  -1.022  1.456
O  0.249  -1.004  -1.036
C  0.457  -2.297  -1.569
C  1.799  -2.891  -1.807
C  2.516  -2.620  -0.458
C  3.908  -3.202  -0.423
C  4.836  -2.958  -1.416
C  6.027  -3.758  -1.523
C  6.330  -4.587  -0.459
N  5.422  -4.765  0.542
C  4.297  -4.031  0.650
O  2.768  -1.285  -0.225
C  -0.961  3.589  0.952
C  -2.077  4.015  1.723
C  -3.099  3.134  2.083
C  -4.282  3.532  2.973
C  -1.947  5.466  2.180
C  -0.559  5.631  1.598
S  0.524  7.006  1.718
C  1.714  5.949  0.891
N  1.329  4.776  0.640
C  0.019  4.618  1.026
H  -3.986  0.512  3.088
H  -4.970  0.958  1.778
H  -3.530  0.021  1.423
H  -1.474  0.354  0.769
H  2.251  1.620  -0.495
H  1.689  1.781  1.196
H  -0.076  -2.955  -1.006
H  0.099  -2.291  -2.503
H  2.405  -2.441  -2.630
H  1.695  -3.996  -1.955
H  1.912  -3.152  0.299
H  4.668  -2.134  -1.994
H  6.668  -3.767  -2.348
H  7.209  -5.297  -0.343
H  3.596  -4.112  1.442
H  -4.653  4.456  2.543
H  -5.034  2.822  2.924
H  -4.072  3.685  4.052
H  -1.807  5.512  3.215
H  -2.660  6.089  1.806
H  2.614  6.399  0.506

E_tot ... -1962.778972 a.u.
Energy relative to the best compared isomer or geometry (same formula, charge and spin) ... 344.9 kJ/mol
Multiplicity ... 1